Entry 1:
{"formula": "C4H10FIN3O6PS", "method": "ωB97M-V with the def2-TZVPD basis set", "species": ["N", "C", "C", "O", "S", "O", "O", "O", "C", "F", "P", "O", "I", "H", "H", "H", "H", "H", "H", "C", "O", "N", "N", "H", "H", "H", "H"], "positions_angstrom": [[1.009032, -1.519951, 2.573772], [-0.398416, -1.834235, 2.806960], [-1.317270, -1.237883, 1.734785], [-2.615870, -0.848524, 2.270047], [-2.929485, 0.662278, 1.946802], [-4.273559, 0.787593, 1.526043], [-2.378272, 1.503323, 2.947565], [-1.986758, 0.700605, 0.629641], [-0.800267, -0.026990, 0.925049], [0.008731, 0.806531, 1.663832], [0.082969, -0.222602, -0.790844], [1.606093, 0.161231, -0.329402], [0.400208, -2.625708, -0.914082], [1.405218, -1.002850, 3.345868], [1.552442, -2.366154, 2.475533], [-0.753564, -1.476272, 3.774272], [-0.542185, -2.913647, 2.786523], [-1.572413, -2.007701, 1.008929], [1.692022, 1.115889, -0.241973], [1.342262, 1.042788, -3.764736], [1.040842, -0.136540, -3.756912], [2.363787, 1.536523, -2.994779], [0.688218, 1.963928, -4.531932], [2.646888, 2.497857, -3.001830], [2.876358, 0.872316, -2.443210], [-0.069715, 1.630470, -5.097619], [0.922704, 2.937725, -4.548301]], "forces_ev_per_a": [[0.0, -0.3, 0.1], [0.0, 0.2, 0.1], [0.0, -0.2, -0.5], [0.2, 0.0, 0.3], [0.0, 0.0, -0.3], [0.0, 0.0, 0.0], [-0.1, 0.0, 0.0], [0.1, 0.1, 0.1], [0.1, 0.0, 0.2], [-0.1, -0.1, 0.0], [-0.1, 0.1, 0.1], [0.0, -0.2, 0.0], [0.0, 0.0, -0.1], [0.0, 0.1, -0.1], [0.0, 0.0, -0.1], [0.0, 0.0, 0.0], [-0.1, 0.0, 0.1], [0.0, 0.1, -0.1], [0.0, 0.2, 0.0], [0.1, 0.1, 0.0], [0.0, -0.1, 0.0], [-0.1, 0.1, 0.1], [0.0, 0.0, 0.0], [0.0, 0.0, -0.1], [0.0, 0.0, 0.0], [0.0, 0.0, 0.0], [0.0, 0.0, 0.0]], "smiles": "NC[C@H]1OS(=O)(=O)O[C@]1(F)P(O)I.NC(N)=O", "homo_lumo_gap_ha": 0.3365, "homo_energy_ev": -9.2}

---

Entry 2:
{"formula": "C13H23I2IrOP2Te", "method": "ωB97M-V with the def2-TZVPD basis set", "species": ["I", "I", "Ir", "P", "C", "C", "H", "H", "H", "H", "H", "H", "C", "H", "H", "H", "P", "C", "C", "H", "H", "H", "C", "H", "H", "H", "H", "H", "H", "C", "O", "Te", "C", "C", "C", "C", "C", "C", "H", "H", "H", "H", "H"], "positions_angstrom": [[2.877398, 4.236516, -0.958543], [0.201276, 2.669835, -2.488024], [0.496051, 0.976035, -0.506959], [2.268984, -0.198382, -1.486239], [1.582880, -1.095501, -2.918366], [3.533915, 0.906338, -2.167016], [4.361016, 0.324772, -2.596696], [3.963845, -1.909281, -1.382783], [3.890606, 1.554480, -1.354048], [3.865192, -0.990261, 0.154143], [1.120615, -0.374426, -3.603122], [3.067169, 1.551224, -2.919907], [3.276117, -1.466405, -0.642988], [2.388969, -1.643524, -3.425497], [2.641688, -2.249669, -0.204738], [0.816728, -1.800666, -2.570038], [-0.615393, 2.225979, 1.136324], [-2.389517, 2.192838, 0.700385], [-0.627941, 1.854250, 2.924932], [0.955235, 4.016375, 1.273647], [-0.668407, 4.539825, 1.897623], [-0.338349, 4.380389, 0.120328], [-0.133584, 3.975960, 1.118073], [0.397365, 1.905766, 3.317491], [-1.246156, 2.612379, 3.433545], [-2.941357, 2.817975, 1.416637], [-2.749339, 1.155622, 0.750593], [-1.034270, 0.851031, 3.106632], [-2.521953, 2.573079, -0.320696], [-0.955187, 0.209475, -1.395544], [-1.870618, -0.235876, -1.975181], [0.690630, -0.777906, 1.324906], [-0.943164, -2.192008, 1.158568], [-0.974225, -3.022898, 0.021158], [-2.108169, -3.833782, -0.182417], [-3.160927, -3.844750, 0.754148], [-3.068232, -3.042020, 1.907537], [-1.954163, -2.230689, 2.120413], [-0.147070, -3.020700, -0.691475], [-2.162797, -4.453012, -1.084183], [-4.034773, -4.486932, 0.583581], [-3.877930, -3.055081, 2.637475], [-1.872154, -1.606373, 3.016319]], "forces_ev_per_a": [[-0.2, 0.3, -0.4], [0.8, 0.9, 0.2], [0.6, 1.1, -0.5], [1.7, -1.3, -1.2], [-0.3, 0.2, 0.2], [-0.3, 0.4, 0.2], [-0.2, 0.1, 0.1], [-0.3, 0.2, 0.2], [0.2, -0.3, -0.3], [-0.1, -0.2, -0.2], [0.1, -0.2, 0.0], [0.2, -0.2, 0.0], [-0.2, 0.3, 0.4], [-0.2, 0.1, 0.1], [0.3, 0.0, -0.2], [0.2, 0.1, -0.2], [-1.4, 1.2, 1.6], [0.2, -0.2, -0.3], [0.5, -0.3, -0.2], [-0.4, 0.2, 0.2], [0.2, -0.2, -0.2], [-0.1, 0.1, 0.3], [0.5, -0.2, -0.4], [-0.3, 0.0, 0.0], [0.2, -0.3, -0.3], [0.1, -0.1, -0.2], [0.0, 0.3, 0.0], [0.0, 0.3, 0.1], [-0.1, 0.0, 0.3], [-5.7, -3.4, -2.9], [3.7, 1.8, 2.3], [-0.5, -1.5, 1.5], [0.2, -0.1, -0.9], [-0.7, 0.2, 0.2], [0.3, 0.1, 0.2], [0.6, 0.3, 0.0], [-0.1, -0.4, -0.4], [0.2, 0.6, 0.2], [-0.3, -0.1, 0.1], [0.0, 0.2, 0.4], [0.4, 0.4, 0.1], [0.3, 0.0, -0.1], [-0.2, -0.3, -0.2]], "total_charge": 3, "homo_lumo_gap_ha": [0.2737, 0.1504], "spin_multiplicity": 6, "homo_energy_ev": [-17.8, -17.8]}

---

Entry 3:
{"formula": "C5H7N2", "method": "ωB97M-V with the def2-TZVPD basis set", "species": ["C", "C", "C", "C", "C", "N", "N", "H", "H", "H", "H", "H", "H", "H"], "positions_angstrom": [[-0.351369, 1.545903, -0.346360], [0.688115, 1.074128, 0.535448], [-0.923239, 2.748455, -0.326203], [-0.933363, 0.176425, -0.741212], [0.119900, -0.357120, 0.354651], [-1.450425, 3.775192, -0.537678], [1.283114, -1.190546, -0.176346], [-1.999663, -0.098946, -0.744079], [-0.527690, -0.089102, -1.828405], [-0.289804, -0.802818, 1.314096], [-2.069603, 4.382769, -0.049169], [1.936601, -1.399442, 0.634272], [1.861100, -0.606484, -0.767889], [0.942931, -2.065526, -0.469664]], "forces_ev_per_a": [[0.7, -2.6, 1.9], [-0.9, 0.6, -0.6], [-0.5, 1.3, -1.1], [2.0, -0.9, -2.0], [-0.7, 0.8, -0.2], [0.5, -0.4, 0.3], [0.5, 0.8, 3.5], [0.4, 0.2, 0.5], [-0.9, 0.4, 2.1], [0.5, 0.4, -1.3], [-0.4, 0.5, 0.2], [-0.9, 0.4, -0.8], [-0.1, -0.2, -1.0], [-0.1, -1.4, -1.4]], "total_charge": 1, "relative_energy_kcal_mol": 144.5, "homo_lumo_gap_ha": 0.2934, "homo_energy_ev": -12.5}

---

Entry 4:
{"formula": "C4H6O2", "method": "ωB97M-V with the def2-TZVPD basis set", "species": ["C", "C", "O", "C", "C", "O", "H", "H", "H", "H", "H", "H"], "positions_angstrom": [[1.695427, -0.330009, -0.294014], [0.523906, 0.280342, 0.403454], [-0.103514, 1.439705, 0.072290], [-0.861233, -0.190721, 0.414548], [-1.959819, 0.130961, -0.503649], [-3.106068, -0.140308, -0.217491], [1.861187, -1.309177, 0.172481], [1.535812, -0.459558, -1.364098], [2.576137, 0.293080, -0.121562], [0.666713, 0.311029, 1.494637], [-1.168394, -0.744386, 1.317666], [-1.660153, 0.719042, -1.374262]], "forces_ev_per_a": [[0.1, 0.1, -0.2], [0.5, -0.6, 0.5], [-1.0, -0.5, 0.9], [-0.1, 0.4, -0.1], [-0.2, -0.3, -0.5], [0.5, 0.0, -0.2], [0.1, 0.2, -0.2], [0.0, 0.0, 0.0], [0.0, -0.1, -0.1], [0.9, -0.2, 0.1], [-0.3, 1.2, 0.1], [-0.3, -0.2, -0.4]], "relative_energy_kcal_mol": 94.8, "homo_lumo_gap_ha": [0.3311, 0.3311], "homo_energy_ev": [-10.0, -10.0]}

---

Entry 5:
{"formula": "C6H5NO3", "method": "ωB97M-V with the def2-TZVPD basis set", "species": ["C", "C", "C", "C", "C", "C", "H", "H", "H", "H", "H", "N", "O", "O", "O"], "positions_angstrom": [[-2.027778, -0.099925, 0.058456], [-0.609832, -0.087229, -0.152412], [1.201043, -1.468080, -0.193271], [1.979388, -0.303558, 0.105522], [1.549449, 0.978232, 0.095027], [0.156422, 1.134195, -0.182618], [-1.851892, -1.956398, 0.032123], [1.677811, -2.390827, -0.036771], [3.106940, -0.351295, 0.262642], [2.111483, 1.902224, 0.498683], [-1.455390, 2.087776, -0.173768], [-0.116206, -1.334455, -0.135969], [-2.568442, -1.351329, -0.081426], [-2.683664, 0.911393, 0.178892], [-0.469335, 2.329272, -0.275112]], "forces_ev_per_a": [[-1.7, -1.1, -1.4], [1.8, 0.5, 0.2], [0.0, 2.9, 1.9], [3.2, -1.1, -0.8], [-2.0, 2.5, 0.5], [-0.6, -0.8, 0.8], [1.3, -1.0, -0.2], [0.2, -1.3, -0.4], [-1.6, -0.7, 0.0], [-0.7, -1.8, -1.1], [1.0, 0.5, -0.1], [1.6, 0.0, -0.7], [-1.7, 2.7, 0.8], [-0.4, 0.0, 0.2], [-0.5, -1.4, 0.3]], "relative_energy_kcal_mol": 16.9, "smiles": "O=C(O)c1ncccc1O", "homo_lumo_gap_ha": 0.3417, "homo_energy_ev": -9.5}

---

Entry 6:
{"formula": "C6H7BrN2", "method": "ωB97M-V with the def2-TZVPD basis set", "species": ["C", "C", "C", "C", "C", "C", "N", "N", "Br", "H", "H", "H", "H", "H", "H", "H"], "positions_angstrom": [[2.635911, 0.104889, -0.223741], [1.852666, -0.969400, -0.637198], [1.822789, 1.221733, -0.394221], [-2.779565, -1.870217, 1.459148], [-2.784538, -0.553453, 1.614402], [-0.582218, 1.505806, -0.851243], [0.649697, -0.528263, -0.981372], [0.582360, 0.809761, -0.775937], [-1.943391, 0.964403, 0.801532], [3.704283, 0.041636, 0.107176], [2.159490, -2.050951, -0.561250], [2.130098, 2.314187, -0.308751], [-2.188660, -2.682972, 0.916095], [-3.586549, -2.265581, 2.058392], [-0.472455, 2.505980, -0.517035], [-1.199918, 1.452442, -1.705997]], "forces_ev_per_a": [[1.2, 1.1, 0.1], [-0.5, -0.3, 0.4], [1.6, 1.8, 0.9], [0.9, -0.1, -0.7], [-0.7, -1.6, 0.4], [-1.6, 0.5, 1.7], [-1.5, -1.4, 0.0], [3.4, -2.1, -0.5], [0.9, 0.4, -1.2], [-1.3, 0.4, -0.4], [-0.8, 1.4, -0.5], [-0.8, -1.7, 0.1], [-0.7, 1.7, 0.4], [-0.1, -0.3, 0.4], [0.4, 0.9, 0.0], [-0.4, -0.6, -0.9]], "relative_energy_kcal_mol": 107.4, "homo_lumo_gap_ha": [0.2718, 0.2719], "homo_energy_ev": [-7.8, -7.8]}

---

Number 1: M 405.08 g/mol. Number 2: M 830.90 g/mol. Number 3: M 95.12 g/mol. Number 4: M 86.09 g/mol. Number 5: M 139.11 g/mol. Number 6: M 187.04 g/mol.